*w*
The molecule C5H11NO2, computed with ωB97M-V/def2-TZVPD.

CARTESIAN COORDINATES (ANGSTROEM)
C  1.446  -2.668  -0.020
C  1.206  -1.297  0.564
O  1.624  -1.336  1.927
C  -0.247  -0.817  0.416
C  -0.534  -0.093  -0.902
N  -1.392  1.069  -0.769
C  -0.929  2.340  -0.768
O  -1.620  3.327  -0.669
H  1.596  -2.602  -1.094
H  0.619  -3.359  0.121
H  2.327  -3.151  0.394
H  1.834  -0.584  0.021
H  1.238  -0.589  2.408
H  -0.959  -1.622  0.613
H  -0.403  -0.092  1.215
H  -0.979  -0.763  -1.645
H  0.388  0.259  -1.364
H  -2.381  0.947  -0.614
H  0.164  2.379  -0.891

Output
Highest occupied orbital energy: -9.887 eV
Gap between HOMO and LUMO: 10.7 eV
E_LUMO: 0.0286 Eh
Structure (SMILES): C[C@H](O)CCNC=O
Net charge: 0

List of natural (NBO) charges in e, atom by atom: -0.627 0.108 -0.717 -0.436 -0.220 -0.616 0.529 -0.602 0.208 0.206 0.231 0.148 0.467 0.212 0.204 0.204 0.201 0.401 0.098

*x*
The molecule C5H11NO2, computed with ωB97M-V/def2-TZVPD.

CARTESIAN COORDINATES (ANGSTROEM)
C  -0.646  1.148  -0.951
N  0.219  1.309  0.085
C  1.641  0.458  0.096
O  1.760  -0.340  -1.122
O  1.851  -0.153  1.179
C  -1.842  0.298  -0.607
C  -1.350  -1.178  -0.167
C  -1.296  -1.326  1.388
H  0.982  0.011  -1.571
H  -0.865  2.145  -1.365
H  0.505  2.248  0.328
H  2.284  1.374  0.017
H  -2.425  0.642  0.258
H  -2.547  0.146  -1.428
H  -0.387  -1.237  -0.635
H  -2.133  -1.787  -0.621
H  -2.309  -1.333  1.776
H  -0.756  -0.430  1.627
H  -0.654  -2.181  1.577

Output
Highest occupied orbital energy: -8.931 eV
Gap between HOMO and LUMO: 6.7 eV
E_LUMO: -0.0820 Eh
Net charge: 0

List of natural (NBO) charges in e, atom by atom: 0.140 -0.513 0.519 -0.712 -0.643 -0.476 -0.377 -0.617 0.440 0.181 0.394 0.133 0.245 0.221 0.212 0.201 0.200 0.222 0.231

Pick *w*: it beats the second-best structure by 0.1783 hartree.

*w*
A cluster of 2 separate species, C5H11NO2 in total, computed with ωB97M-V/def2-TZVPD.

CARTESIAN COORDINATES (ANGSTROEM)
O  2.283  1.279  1.066
C  1.396  1.487  0.287
C  0.311  0.525  -0.079
C  -0.263  -0.361  1.048
C  -1.430  -0.923  0.299
C  -2.096  0.362  -0.268
N  -0.924  1.306  -0.415
H  1.409  2.451  -0.253
H  0.670  -0.070  -0.918
H  -0.623  0.336  1.804
H  0.463  -1.062  1.447
H  -2.160  -1.510  0.866
H  -1.195  -1.551  -0.561
H  -2.624  0.146  -1.194
H  -2.781  0.805  0.450
H  -0.891  1.534  -1.401
O  2.490  -1.731  -0.579
H  3.241  -1.404  -0.111
H  2.723  -1.619  -1.487

Output
Highest occupied orbital energy: -9.163 eV
Gap between HOMO and LUMO: 9.8 eV
E_LUMO: 0.0250 Eh
Structure (SMILES): O=C[C@H]1CCCN1.O
Net charge: 0

List of natural (NBO) charges in e, atom by atom: -0.527 0.459 -0.170 -0.405 -0.413 -0.222 -0.627 0.104 0.210 0.211 0.236 0.213 0.201 0.187 0.185 0.353 -0.936 0.476 0.465

*x*
A cluster of 2 separate species, C5H11NO2 in total, computed with ωB97M-V/def2-TZVPD.

CARTESIAN COORDINATES (ANGSTROEM)
C  -0.639  1.755  -1.625
C  -0.460  0.836  -0.667
N  -1.474  0.537  0.233
C  0.799  0.013  -0.368
C  1.352  0.317  1.032
C  0.919  -0.766  2.033
O  0.319  -0.491  3.037
H  -1.652  2.153  -1.767
H  0.043  1.828  -2.440
H  -2.311  1.088  0.257
H  -1.279  -0.060  1.013
H  1.630  0.446  -0.931
H  0.641  -1.069  -0.583
H  0.964  1.287  1.389
H  2.442  0.541  1.055
H  1.020  -1.804  1.673
O  -0.603  -1.710  -2.837
H  -0.154  -1.125  -2.212
H  -0.472  -2.627  -2.570

Output
Highest occupied orbital energy: -8.319 eV
Gap between HOMO and LUMO: 9.0 eV
E_LUMO: 0.0250 Eh
Structure (SMILES): C=C(N)CCC=O.O
Net charge: 0

List of natural (NBO) charges in e, atom by atom: -0.531 0.198 -0.830 -0.474 -0.520 0.435 -0.510 0.200 0.208 0.393 0.386 0.243 0.207 0.245 0.239 0.107 -0.939 0.473 0.468

Pick *w*: it beats the second-best structure by 0.0198 hartree.

*w*
The molecule C5H11NO2, computed with ωB97M-V/def2-TZVPD.

CARTESIAN COORDINATES (ANGSTROEM)
C  0.769  -0.486  -1.773
C  0.288  -0.254  -0.560
C  -1.154  -0.276  -0.157
C  -1.732  1.130  -0.036
O  -1.911  -0.955  -1.201
N  1.105  0.283  0.529
C  1.034  -0.334  1.836
O  2.475  0.416  0.164
H  1.822  -0.440  -1.983
H  0.109  -0.720  -2.589
H  -1.289  -0.834  0.781
H  -1.222  1.681  0.749
H  -1.612  1.651  -0.982
H  -2.792  1.063  0.193
H  -1.531  -1.830  -1.339
H  0.075  -0.100  2.293
H  1.185  -1.419  1.805
H  1.815  0.110  2.453
H  2.567  1.313  -0.185

Output
Highest occupied orbital energy: -8.482 eV
Gap between HOMO and LUMO: 9.3 eV
E_LUMO: 0.0297 Eh
Structure (SMILES): C=C([C@@H](C)O)N(C)O
Net charge: 0

List of natural (NBO) charges in e, atom by atom: -0.486 0.134 0.054 -0.614 -0.723 -0.174 -0.430 -0.583 0.220 0.218 0.175 0.218 0.221 0.219 0.470 0.204 0.180 0.225 0.473

*x*
The molecule C5H11NO2, computed with ωB97M-V/def2-TZVPD.

CARTESIAN COORDINATES (ANGSTROEM)
C  0.127  -0.198  1.913
C  -0.239  0.026  0.674
C  -1.938  -0.109  0.238
O  -2.782  0.150  1.313
C  0.216  0.727  -0.486
C  0.081  0.136  -1.870
O  1.871  0.750  -0.076
N  2.521  -0.469  -0.421
H  1.069  0.168  2.288
H  -0.519  -0.704  2.616
H  -2.336  0.493  -0.580
H  -1.974  -1.155  -0.089
H  -2.567  -0.446  2.039
H  0.024  1.800  -0.427
H  -0.012  -0.948  -1.847
H  1.023  0.320  -2.394
H  -0.751  0.590  -2.403
H  2.821  -0.919  0.444
H  3.365  -0.210  -0.931

Output
Highest occupied orbital energy: -8.701 eV
Gap between HOMO and LUMO: 9.6 eV
E_LUMO: 0.0313 Eh
Structure (SMILES): C=C(CO)[C@H](C)ON
Net charge: 0

List of natural (NBO) charges in e, atom by atom: -0.410 0.006 -0.093 -0.706 0.068 -0.653 -0.481 -0.554 0.223 0.189 0.189 0.160 0.466 0.224 0.227 0.250 0.220 0.336 0.339

*y*
A structure of composition C5H11NO2, computed with ωB97M-V/def2-TZVPD.

CARTESIAN COORDINATES (ANGSTROEM)
C  -1.317  -1.227  -0.934
C  -1.935  -0.678  0.192
O  0.037  0.195  -1.738
H  -0.522  0.801  -2.243
H  -1.822  -1.253  -1.891
H  -0.493  -1.915  -0.821
H  -2.979  -0.397  0.092
H  -1.289  0.559  0.285
H  -1.686  -1.133  1.146
C  1.423  0.484  1.789
C  1.353  0.125  0.335
C  0.496  1.082  -0.518
N  1.989  -0.876  -0.111
O  -0.586  1.597  0.049
H  1.874  -0.968  -1.121
H  1.160  1.845  -0.959
H  2.016  -0.255  2.323
H  1.862  1.478  1.906
H  0.421  0.533  2.219

Output
Highest occupied orbital energy: -8.800 eV
Gap between HOMO and LUMO: 9.1 eV
E_LUMO: 0.0113 Eh
Net charge: 0

List of natural (NBO) charges in e, atom by atom: -0.025 -0.774 -0.751 0.483 0.194 0.210 0.238 0.446 0.241 -0.675 0.262 0.328 -0.626 -0.752 0.346 0.161 0.232 0.229 0.232

Pick *w*: it beats the second-best structure by 0.0366 hartree.

*w*
A cluster of 2 separate species, C5H11NO2 in total, computed with ωB97M-V/def2-TZVPD.

CARTESIAN COORDINATES (ANGSTROEM)
N  -1.999  -1.102  -2.883
C  -1.700  -1.463  -1.541
C  -1.014  -0.756  -0.666
C  -0.862  -1.018  0.805
C  0.469  -0.474  1.377
C  1.633  -1.249  0.833
O  2.755  -1.204  1.267
H  -1.736  -1.845  -3.490
H  -1.369  -0.354  -3.142
H  -2.129  -2.408  -1.233
H  -0.609  0.221  -0.932
H  -1.686  -0.563  1.349
H  -0.874  -2.079  1.032
H  0.576  0.590  1.127
H  0.380  -0.584  2.455
H  1.460  -1.904  -0.041
O  2.288  5.063  1.321
H  1.454  5.519  1.439
H  2.963  5.612  0.922

Output
Highest occupied orbital energy: -8.654 eV
Gap between HOMO and LUMO: 9.6 eV
E_LUMO: 0.0333 Eh
Structure (SMILES): N/C=C/CCC=O.O
Net charge: 0

List of natural (NBO) charges in e, atom by atom: -0.796 0.008 -0.287 -0.417 -0.512 0.435 -0.513 0.361 0.356 0.182 0.184 0.216 0.203 0.234 0.236 0.109 -0.952 0.476 0.477

*x*
A cluster of 3 separate species, C5H11NO2 in total, computed with ωB97M-V/def2-TZVPD.

CARTESIAN COORDINATES (ANGSTROEM)
C  -1.492  0.824  0.073
C  -0.104  0.197  -0.031
C  0.556  0.020  1.243
C  1.698  -0.681  0.929
N  1.719  -1.048  -0.372
C  0.500  -0.616  -0.937
H  -2.112  0.119  0.614
H  -1.529  1.790  0.582
H  -1.922  0.847  -0.923
H  0.268  0.573  2.125
H  2.448  -0.948  1.674
H  2.380  -1.618  -0.870
H  0.176  -0.976  -1.893
O  -2.367  -2.086  1.033
H  -1.685  -1.856  1.683
H  -1.995  -1.644  0.261
O  1.229  2.669  -1.521
H  1.759  2.346  -2.248
H  0.471  2.088  -1.420

Output
Highest occupied orbital energy: -8.719 eV
Gap between HOMO and LUMO: 9.4 eV
E_LUMO: 0.0250 Eh
Structure (SMILES): Cc1cc[nH]c1.O.O
Net charge: 0

List of natural (NBO) charges in e, atom by atom: -0.650 -0.104 -0.338 -0.026 -0.517 -0.115 0.227 0.230 0.210 0.229 0.213 0.419 0.215 -0.928 0.469 0.465 -0.944 0.467 0.476

*y*
The molecule C5H11NO2, computed with ωB97M-V/def2-TZVPD.

CARTESIAN COORDINATES (ANGSTROEM)
H  -0.976  0.780  -2.766
N  -0.351  1.393  -2.246
C  0.231  0.870  -1.263
C  1.143  1.733  -0.451
C  0.100  -0.583  -0.851
C  -0.578  -0.787  0.526
C  0.431  -0.869  1.672
O  -1.481  0.276  0.699
O  -1.276  -2.010  0.554
H  0.663  1.961  0.498
H  2.089  1.231  -0.259
H  1.318  2.664  -0.982
H  -0.502  -1.103  -1.603
H  1.086  -1.048  -0.828
H  1.020  0.040  1.731
H  -0.103  -1.015  2.608
H  1.083  -1.723  1.515
H  -1.918  0.178  1.554
H  -1.979  -1.988  -0.107

Output
Highest occupied orbital energy: -9.531 eV
Gap between HOMO and LUMO: 10.2 eV
E_LUMO: 0.0250 Eh
Structure (SMILES): [H]/N=C(/C)CC(C)(O)O
Net charge: 0

List of natural (NBO) charges in e, atom by atom: 0.330 -0.625 0.338 -0.678 -0.507 0.517 -0.643 -0.730 -0.727 0.231 0.209 0.239 0.212 0.226 0.218 0.215 0.222 0.478 0.474

Pick *y*: it beats the second-best structure by 0.0266 hartree.

*w*
A cluster of 2 separate species, BH3OS in total, computed with ωB97M-V/def2-TZVPD.

CARTESIAN COORDINATES (ANGSTROEM)
B  -0.183  0.369  -0.265
O  -0.528  -0.721  0.255
S  1.533  0.634  0.008
H  -0.634  0.986  -1.095
H  -2.013  -1.066  0.074
H  1.826  -0.203  1.024

Output
Highest occupied orbital energy: -9.628 eV
Gap between HOMO and LUMO: 8.3 eV
E_LUMO: -0.0473 Eh
Net charge: 0

List of natural (NBO) charges in e, atom by atom: 0.492 -0.797 -0.206 -0.071 0.435 0.147

*x*
A cluster of 2 separate species, BH3OS in total, computed with ωB97M-V/def2-TZVPD.

CARTESIAN COORDINATES (ANGSTROEM)
B  -0.102  0.483  0.232
O  0.699  -0.458  0.276
S  -2.021  0.057  0.203
H  0.085  1.663  0.023
H  3.130  -0.664  -0.251
H  -1.791  -1.082  -0.483

Output
Highest occupied orbital energy (alpha / beta): -10.250 / -10.058 eV
Gap between HOMO and LUMO (alpha / beta): 10.7 / 6.8 eV
E_LUMO (alpha / beta): 0.0147 / -0.1183 Eh
Net charge: 0

List of natural (NBO) charges in e, atom by atom: 0.510 -0.512 -0.186 0.009 0.022 0.156

*y*
A cluster of 2 separate species, BH3OS in total, computed with ωB97M-V/def2-TZVPD.

CARTESIAN COORDINATES (ANGSTROEM)
B  -1.583  1.091  -0.557
O  -0.743  0.364  -1.007
H  -2.485  1.628  -0.150
S  1.799  -1.427  -0.203
H  2.376  -1.401  -1.387
H  0.683  -2.194  -0.462

Output
Highest occupied orbital energy: -9.198 eV
Gap between HOMO and LUMO: 9.8 eV
E_LUMO: 0.0232 Eh
Structure (SMILES): B=O.S
Net charge: 0

List of natural (NBO) charges in e, atom by atom: 0.894 -0.803 -0.093 -0.295 0.139 0.157

Pick *y*: it beats the second-best structure by 0.0755 hartree.